The following is a quantum chemistry calculation of C4H8N2O in the gas phase, from the Open Molecules 2025 dataset.

Last column: Löwdin charge in e.
Atoms and positions in Å:
C -0.8153 -0.7482 -1.1408  -0.041
C -0.1241 0.5503 -0.7590  -0.414
O -1.0536 1.5911 -0.5172  -0.052
C 0.7557 0.4495 0.5078  -0.354
N 1.7043 -0.6369 0.4906  0.064
C -0.2205 0.3846 1.6220  -0.191
N -1.0105 0.1615 2.4360  0.166
H -1.4408 -1.1147 -0.3215  0.084
H -0.0960 -1.5256 -1.4024  0.079
H -1.4614 -0.5854 -2.0049  0.087
H 0.5276 0.8751 -1.5709  0.149
H -1.6678 1.3000 0.2159  0.106
H 1.3076 1.3853 0.5920  0.151
H 2.3690 -0.5652 1.2530  0.086
H 1.2257 -1.5215 0.5994  0.080

Cartesian forces (eV/Å) of the 2 atoms listed first:
0.016 -0.070 0.053
0.016 -0.057 0.092

As for the LUMO energy: 0.81 eV. Its SMILES is C[C@@H](O)[C@H](N)C#N.


The following is a quantum chemistry calculation of a molecular structure, C3H3Br2Cl, from the Open Molecules 2025 dataset.

Last column: Löwdin charge in e.
Atoms and positions in Å:
C 0.5165 1.1755 -0.0755  -0.136
C 0.1189 0.7075 -1.2317  -0.633
C -0.4334 -2.6415 1.3394  -1.076
Cl -1.5580 0.9737 -1.7128  0.540
Br 1.1473 -1.7931 1.8887  0.536
Br -1.7673 -1.4671 0.9970  0.611
H 1.5175 1.1253 0.1723  0.027
H -0.3611 1.6071 0.5222  0.085
H 0.8196 0.3127 -1.8996  0.046

Cartesian forces (eV/Å) of the 2 atoms listed first:
-3.840 0.784 0.450
-0.991 0.985 0.392

As for the LUMO energy: -1.18 eV.


The following is a quantum chemistry calculation of C24H28N4O3S2 in the gas phase, from the Open Molecules 2025 dataset.

Last column: Löwdin charge in e.
Atoms and positions in Å:
C -0.0615 -1.5530 1.8437  -0.045
C -1.0114 -2.0003 0.7747  -0.256
C -0.6070 -2.9619 -0.1421  -0.049
C -1.4592 -3.3454 -1.1619  -0.073
C -2.7076 -2.7676 -1.2829  -0.033
C -3.1256 -1.7898 -0.3812  -0.226
N -4.3965 -1.2144 -0.6116  -0.077
C -4.4270 -0.3556 -1.7728  -0.136
C -3.6779 0.9605 -1.4751  -0.120
N -3.9962 1.4048 -0.1334  -0.026
C -3.1443 2.0002 0.7401  -0.423
O -3.4918 2.2714 1.8798  0.057
C -1.7381 2.2416 0.3058  -0.139
C -1.3394 2.7944 -0.9061  -0.036
C 0.0031 2.8814 -1.2217  -0.011
C 0.9703 2.4216 -0.3307  -0.216
N 2.3059 2.4229 -0.7385  0.082
C 3.2901 1.6925 -0.1887  -0.631
N 3.3467 1.2301 0.9820  0.052
C 4.4402 0.3644 1.2696  -0.375
C 3.8690 -0.9745 1.7085  -0.154
S 3.5250 -1.7481 0.1010  0.656
O 3.4169 -3.1745 0.2127  -0.317
O 2.4811 -1.0535 -0.5938  -0.291
C 5.1519 -1.2566 -0.5596  -0.237
C 5.3255 0.1497 -0.0188  -0.526
S 4.7194 1.3634 -1.2315  1.001
C 0.5808 1.9664 0.9239  -0.004
C -0.7600 1.8805 1.2291  -0.008
C -5.2457 0.8874 0.3856  -0.094
C -5.1604 -0.6506 0.4950  -0.321
C -6.5616 -1.2663 0.5017  -0.042
C -2.2682 -1.4243 0.6522  0.022
H 0.6708 -0.8795 1.3972  0.051
H 0.4723 -2.4056 2.2599  0.085
H -0.5802 -1.0288 2.6427  0.079
H 0.3796 -3.3930 -0.0611  0.104
H -1.1479 -4.1004 -1.8691  0.103
H -3.3748 -3.0691 -2.0769  0.111
H -3.9489 -0.8552 -2.6155  0.120
H -5.4686 -0.1601 -2.0385  0.118
H -3.9661 1.7268 -2.2073  0.124
H -2.6027 0.7809 -1.5539  0.119
H -2.0718 3.1691 -1.6048  0.115
H 0.3043 3.2897 -2.1765  0.112
H 2.4679 2.7297 -1.6882  0.131
H 5.0415 0.8144 2.0706  0.150
H 4.5847 -1.6114 2.2179  0.112
H 2.9646 -0.8504 2.2927  0.104
H 5.8721 -1.9622 -0.1545  0.108
H 5.1510 -1.2979 -1.6443  0.098
H 6.3738 0.3773 0.1815  0.105
H 1.3331 1.6686 1.6330  0.094
H -1.0742 1.5215 2.1968  0.119
H -6.0635 1.1844 -0.2778  0.129
H -5.4078 1.3339 1.3671  0.127
H -4.6668 -0.9191 1.4322  0.141
H -7.1450 -0.8608 1.3240  0.079
H -7.0777 -1.0553 -0.4317  0.073
H -6.4882 -2.3441 0.6164  0.079
H -2.5609 -0.6622 1.3605  0.108

Cartesian forces (eV/Å) of the 2 atoms listed first:
0.026 0.009 -0.057
0.079 -0.139 -0.031

As for the LUMO energy: 0.27 eV. Its SMILES is Cc1cccc(N2CCN(C(=O)c3ccc(NC4=N[C@H]5CS(=O)(=O)C[C@H]5S4)cc3)C[C@H]2C)c1.


Copy entry 1 word for word.
The following is a quantum chemistry calculation of C4H8N2O in the gas phase, from the Open Molecules 2025 dataset.

Last column: Löwdin charge in e.
Atoms and positions in Å:
C -0.8153 -0.7482 -1.1408  -0.041
C -0.1241 0.5503 -0.7590  -0.414
O -1.0536 1.5911 -0.5172  -0.052
C 0.7557 0.4495 0.5078  -0.354
N 1.7043 -0.6369 0.4906  0.064
C -0.2205 0.3846 1.6220  -0.191
N -1.0105 0.1615 2.4360  0.166
H -1.4408 -1.1147 -0.3215  0.084
H -0.0960 -1.5256 -1.4024  0.079
H -1.4614 -0.5854 -2.0049  0.087
H 0.5276 0.8751 -1.5709  0.149
H -1.6678 1.3000 0.2159  0.106
H 1.3076 1.3853 0.5920  0.151
H 2.3690 -0.5652 1.2530  0.086
H 1.2257 -1.5215 0.5994  0.080

Cartesian forces (eV/Å) of the 2 atoms listed first:
0.016 -0.070 0.053
0.016 -0.057 0.092

As for the LUMO energy: 0.81 eV. Its SMILES is C[C@@H](O)[C@H](N)C#N.


Q: What is the LUMO energy in the first record?
A: 0.81 eV


Q: Which formula does entry 3 have?
A: C24H28N4O3S2